1.
{"formula": "C2H6INOS", "method": "ωB97M-V/def2-TZVPD", "fmax_ev_per_a": 3.46, "homo_lumo_gap_ev": [7.165, 7.104], "total_energy_ev": -24639.7487, "symbols": ["I", "S", "O", "H", "H", "H", "C", "H", "C", "H", "N", "H"], "xyz": [[1.709718, 1.602129, -2.851969], [-0.766975, -1.605713, -2.708274], [-0.473258, -1.502399, -1.166679], [-0.033044, 0.280135, 2.589892], [-0.579440, -1.460452, 0.874088], [1.098697, -0.965474, 1.206840], [-0.352850, 0.561829, 1.497556], [-1.397426, 0.793171, 1.514810], [0.134714, -0.673567, 0.795721], [0.218066, 1.464503, 1.177345], [0.135772, -0.469046, -0.635313], [0.306028, 1.974883, -2.294017]], "forces_ev_per_angstrom": [[1.1, -0.1, -0.5], [-0.4, -0.2, -1.9], [1.1, 1.4, 2.3], [-0.8, 1.2, -1.6], [-0.3, -0.9, 1.1], [0.3, 0.0, -0.4], [2.2, 0.3, 2.7], [-0.6, -0.2, -0.4], [-0.9, 0.0, -0.9], [-0.4, -0.7, 0.3], [-0.3, -1.0, -1.1], [-1.0, 0.2, 0.4]]}

2.
{"formula": "C2H6IO", "method": "ωB97M-V/def2-TZVPD", "fmax_ev_per_a": 1.69, "homo_lumo_gap_ev": 6.519, "total_energy_ev": -12321.6039, "total_charge": -1, "symbols": ["C", "H", "I", "H", "C", "H", "H", "H", "O", "H"], "xyz": [[0.310062, 0.321041, -0.070233], [-0.479773, 1.629778, -1.581172], [0.449009, -3.620050, 4.597192], [-0.730919, -0.092054, 1.502366], [-0.152252, 0.598314, -1.451077], [0.599764, -0.729756, -0.067544], [1.137561, 0.948201, 0.261451], [0.623584, 0.459400, -2.204000], [-0.797524, 0.544331, 0.786708], [-0.959512, -0.059203, -1.773691]], "forces_ev_per_angstrom": [[-0.3, -0.5, 0.2], [-0.2, 0.1, 0.2], [0.0, 0.1, -0.1], [-0.1, 0.0, 0.3], [0.0, 0.7, -1.5], [0.3, -0.1, 0.4], [0.2, 0.0, -0.2], [0.4, -0.1, 0.1], [-0.1, -0.2, 0.3], [-0.1, 0.0, 0.4]]}

3.
{"formula": "C2H6IP", "method": "ωB97M-V/def2-TZVPD", "fmax_ev_per_a": 3.48, "homo_lumo_gap_ev": 7.321, "smiles": "CC=[PH2]I", "total_energy_ev": -19558.6165, "symbols": ["H", "P", "C", "H", "H", "I", "H", "H", "C", "H"], "xyz": [[0.927470, 0.251517, -1.684491], [-0.007898, 0.822207, -0.940314], [0.085831, -1.184380, 1.013684], [-0.427164, 0.852613, 1.284438], [-0.954757, -1.475738, 1.219415], [-1.378182, 1.544246, -3.194172], [0.516981, -1.250394, 2.009523], [0.571000, -1.903736, 0.290503], [0.066280, 0.206389, 0.610122], [0.600439, 2.137276, -0.608708]], "forces_ev_per_angstrom": [[1.2, -1.1, -1.0], [0.4, 3.4, 0.7], [-0.5, -1.7, 0.0], [-0.3, 0.8, 0.9], [0.1, -0.5, -0.3], [0.1, -0.3, 0.6], [0.5, -0.1, 0.0], [-0.5, 0.8, 0.9], [0.1, -0.1, -1.0], [-1.1, -1.2, -0.8]]}

4.
{"formula": "C2H6IP", "method": "ωB97M-V/def2-TZVPD", "fmax_ev_per_a": 1.93, "homo_lumo_gap_ev": 7.942, "smiles": "CC=[PH2]I", "total_energy_ev": -19558.8219, "symbols": ["C", "H", "C", "H", "H", "H", "H", "P", "I", "H"], "xyz": [[-0.096537, -0.491512, -0.186246], [-0.114118, 1.686957, -0.616370], [-0.681599, 0.763253, -0.803819], [2.385071, -0.221613, 0.463767], [-0.729759, 0.632350, -1.864082], [1.363138, -2.016797, 1.093223], [-1.713419, 0.920648, -0.405455], [1.197107, -0.625287, 0.892251], [1.456283, 0.562774, 3.143569], [-0.863098, -0.959579, 0.414557]], "forces_ev_per_angstrom": [[0.3, 0.6, 1.2], [-0.1, -0.3, 0.0], [-0.2, 0.4, 0.9], [1.7, 0.6, -0.8], [-0.2, 0.0, -0.8], [-0.1, 0.6, 0.4], [0.8, 0.0, -0.4], [-1.7, -0.7, -0.2], [0.0, -0.2, 0.0], [-0.5, -1.0, -0.3]]}

5.
{"formula": "C2H6N2", "method": "ωB97M-V/def2-TZVPD", "fmax_ev_per_a": 4.95, "homo_lumo_gap_ev": [2.731, 7.841], "total_energy_ev": -5147.7140, "total_charge": -1, "multiplicity": 2, "s_squared": 0.754, "symbols": ["C", "H", "H", "N", "N", "H", "H", "C", "H", "H"], "xyz": [[0.913619, -0.050890, 0.744461], [0.260935, 1.515438, -0.692105], [-1.864317, -1.610720, -0.226611], [0.992617, 1.189928, 0.036647], [-0.060519, -0.848181, 0.719324], [-1.970475, -0.014449, 0.028578], [1.899561, -0.468520, 1.301918], [-1.112431, -0.664627, -0.197994], [-0.965787, -0.382633, -1.238879], [1.906795, 1.334653, -0.475338]], "forces_ev_per_angstrom": [[4.6, 1.2, 1.4], [1.2, -1.5, 1.7], [1.9, 1.0, -0.2], [0.8, 2.2, -2.1], [-4.0, -2.8, -0.4], [0.2, 1.1, 0.8], [-1.7, 1.4, -1.6], [-2.9, -2.3, 0.4], [0.9, -0.2, -0.7], [-1.0, -0.2, 0.7]]}

6.
{"formula": "C2H6N2", "method": "ωB97M-V/def2-TZVPD", "fmax_ev_per_a": 7.64, "homo_lumo_gap_ev": 10.617, "smiles": "C=N.C=N", "total_energy_ev": -5147.9393, "symbols": ["H", "H", "H", "N", "H", "C", "C", "N", "H", "H"], "xyz": [[-2.968371, -4.655221, 2.047470], [1.745823, 4.708538, -3.500840], [-4.187462, -3.591090, 3.458673], [-3.702703, -4.281856, 4.003892], [3.356506, 5.131079, -4.384339], [2.892308, 4.738020, -3.578435], [-2.774325, -4.846354, 3.200566], [3.342881, 4.325138, -2.411237], [-1.931536, -5.309396, 3.740548], [4.226880, 3.781142, -2.576297]], "forces_ev_per_angstrom": [[1.4, -0.7, 2.3], [1.5, 1.2, -0.8], [-1.1, -0.2, -0.5], [4.2, -1.7, -1.8], [1.9, 0.3, -2.9], [-3.6, -1.7, 6.5], [-4.0, 3.0, 1.1], [0.0, -1.7, -3.4], [-0.5, -0.5, -1.0], [0.2, 1.8, 0.6]]}

7.
{"formula": "C2H6N2", "method": "ωB97M-V/def2-TZVPD", "fmax_ev_per_a": 2.59, "homo_lumo_gap_ev": 8.714, "smiles": "N/C=C/N", "total_energy_ev": -5149.9464, "symbols": ["N", "H", "H", "H", "H", "H", "N", "C", "C", "H"], "xyz": [[-0.849422, 1.319954, 0.911852], [0.487092, -0.960753, -1.718642], [0.048882, 1.758711, 0.997640], [1.094605, -0.634687, 1.052683], [-1.374971, 0.040480, -0.580754], [1.753536, -1.297147, -0.818149], [0.705455, -1.507619, -0.865719], [0.322389, -0.753390, 0.311560], [-0.707998, 0.090641, 0.251813], [-1.479567, 1.943810, 0.457715]], "forces_ev_per_angstrom": [[0.4, -0.5, 1.1], [-0.4, -0.5, 0.8], [0.1, 0.3, 0.3], [0.1, -0.2, 0.4], [-0.5, -0.6, -0.6], [-1.6, -1.2, -0.4], [2.5, 0.7, 0.1], [-0.6, 1.2, -0.9], [0.4, 0.5, -0.6], [-0.4, 0.2, -0.2]]}

8.
{"formula": "C2H6N2", "method": "ωB97M-V/def2-TZVPD", "fmax_ev_per_a": 2.26, "homo_lumo_gap_ev": [4.857, 2.673], "total_energy_ev": -5138.6579, "total_charge": 1, "multiplicity": 2, "s_squared": 0.758, "symbols": ["H", "H", "H", "H", "H", "H", "C", "C", "N", "N"], "xyz": [[1.435309, -3.764107, -0.589309], [-1.997950, 2.896371, 0.970086], [1.557102, -1.781478, -1.987176], [-0.202393, -1.839272, -1.777064], [0.054920, 2.575336, 0.029728], [-1.370644, 1.920163, 2.425854], [-1.135311, 2.541784, 1.549211], [0.760132, -2.085531, -1.301347], [0.876744, -2.919551, -0.360771], [0.022091, 2.456284, 1.040787]], "forces_ev_per_angstrom": [[0.1, -0.2, 1.2], [0.0, 0.1, 0.2], [0.8, 0.2, 0.5], [-0.4, 0.5, 0.9], [-0.1, 1.3, 0.2], [0.3, 1.2, 0.5], [-0.3, -1.3, -1.3], [-0.9, -1.3, -0.5], [0.4, 0.7, -2.1], [0.1, -1.3, 0.3]]}

9.
{"formula": "C2H6N2O", "method": "ωB97M-V/def2-TZVPD", "fmax_ev_per_a": 4.73, "homo_lumo_gap_ev": [5.735, 7.910], "total_energy_ev": -7195.2187, "total_charge": -1, "multiplicity": 2, "s_squared": 0.755, "symbols": ["H", "O", "N", "H", "C", "H", "N", "H", "H", "C", "H"], "xyz": [[0.700850, 0.616418, 1.408437], [0.279836, -1.786501, -0.281837], [0.801859, 0.605722, -0.660881], [-0.178652, 1.985079, 0.555439], [0.039480, 0.905363, 0.576382], [1.792989, -1.182552, -1.544447], [-1.249586, 0.237192, 0.746150], [0.000588, -0.177851, -1.496288], [-2.000917, 0.357651, 1.387109], [0.872473, -0.819879, -0.960577], [-1.058920, -0.740641, 0.270512]], "forces_ev_per_angstrom": [[0.2, 0.4, 0.2], [0.8, 0.5, 0.3], [0.3, 0.7, 1.9], [0.6, -0.1, 0.3], [-0.1, 0.4, 0.2], [-1.0, 1.1, 0.3], [0.9, -3.0, -3.5], [0.0, -0.6, -1.8], [0.3, 0.4, 0.6], [-1.1, -1.4, -0.2], [-0.9, 1.6, 1.8]]}

10.
{"formula": "C2H6N2O", "method": "ωB97M-V/def2-TZVPD", "fmax_ev_per_a": 3.88, "homo_lumo_gap_ev": 9.189, "smiles": "CCNN=O", "total_energy_ev": -7195.1310, "symbols": ["N", "H", "N", "H", "C", "H", "H", "H", "O", "H", "C"], "xyz": [[0.357479, 1.235254, 0.117021], [-1.246852, -1.191282, -0.173928], [-0.890470, 1.359890, 0.908790], [0.824985, -0.551371, 1.262401], [-0.238678, -1.103642, -0.596352], [1.535718, 0.147259, -0.393378], [0.199128, -2.103567, -0.661859], [1.051440, 1.727908, 0.678357], [-1.884795, 1.396310, 0.227164], [-0.344543, -0.716218, -1.614308], [0.636586, -0.200541, 0.246093]], "forces_ev_per_angstrom": [[-3.2, 1.0, 1.1], [0.2, -0.1, -0.1], [-1.5, 1.0, -0.9], [0.1, 0.1, -0.1], [-0.4, 0.1, 0.1], [0.2, -2.9, 1.1], [0.0, 0.1, 0.1], [-0.2, -0.1, 0.2], [2.2, -0.3, 1.0], [0.1, 0.0, 0.2], [2.6, 1.1, -2.7]]}